1.
A gas-phase ion, C3H9N2O2S (charge +1), computed with ωB97M-V/def2-TZVPD.

Structure (XYZ):
```
17
Properties=species:S:1:pos:R:3:forces:R:3
C -1.5624 -0.7484 -1.4927 5.8 -1.1 -1.5
C -0.7265 -0.5416 -0.3102 0.3 -1.9 2.1
C -0.6246 0.7976 0.4331 -4.4 -1.8 0.4
N 0.6546 1.3405 0.2946 1.2 4.0 0.1
S 1.7046 -0.2580 0.2210 -3.3 -2.1 1.2
N 1.4032 -0.7211 1.5926 -0.1 -0.3 0.0
O 2.9472 -0.0108 -0.2921 3.0 0.9 -2.0
O 0.6554 -0.9163 -0.8124 1.1 2.1 2.3
H -1.1455 -1.7886 -1.7015 -0.8 1.1 -0.7
H -1.0471 -0.0530 -2.1910 -1.8 -0.4 -0.6
H -2.5316 -0.9419 -1.3218 -3.7 0.5 0.2
H -0.9543 -1.3373 0.4244 0.2 0.6 -0.1
H -1.5762 1.3541 0.2559 1.3 0.5 -0.6
H -0.6907 0.6279 1.4906 -0.6 -0.8 0.4
H 0.8025 1.5614 1.2926 1.1 0.8 -0.9
H 0.6230 2.2697 -0.2536 0.9 -2.0 0.4
H 2.0686 -0.6342 2.3706 -0.1 0.0 -0.7
```
Forces are in eV/Å.

SMILES: C[C@@H]1C[NH2+][S@](=N)(=O)O1
Charge: +1
Spin multiplicity: 1
HOMO, hartree: -0.5840
Relative energy (zero: lowest compared OMol25 entry of this formula, charge and spin), eV: 4.420

2.
7 unconnected molecules or ions with the total composition C9H27F3NO8, computed with ωB97M-V/def2-TZVPD.

Structure (XYZ):
```
48
Properties=species:S:1:pos:R:3:forces:R:3
N -9.4607 -19.4756 -22.5030 -0.8 1.1 -0.1
H -10.0771 -19.4132 -21.7054 -0.6 -0.2 0.7
H -8.8147 -18.7066 -22.3965 1.4 0.1 0.4
H -9.9891 -19.1578 -23.3029 -0.7 -0.4 -0.7
H -9.1162 -20.4181 -22.6181 0.6 -0.2 -0.1
O -6.9082 -15.4902 -21.5979 0.3 -0.1 -0.7
H -6.4980 -15.2370 -22.4477 -0.2 -0.1 0.5
C -12.9801 -20.4609 -28.0228 0.1 2.5 4.6
O -11.6442 -21.0530 -27.8751 -0.6 -1.3 -1.2
O -13.1297 -19.6608 -26.8377 -0.3 -1.7 -4.6
C -13.2133 -19.8395 -29.5169 1.1 0.3 2.8
F -12.7080 -20.7538 -30.3596 -0.3 -0.1 -1.1
F -14.5317 -19.6503 -29.7780 0.6 -0.3 -0.2
F -12.5852 -18.6539 -29.7866 -0.5 -0.8 0.1
C -11.5838 -22.4930 -28.0227 1.6 1.9 0.1
C -10.1009 -22.7679 -27.9568 0.3 -0.9 -1.2
H -9.6357 -22.4714 -28.8969 0.1 0.3 0.0
H -9.5300 -22.3205 -27.1432 -0.5 -0.1 0.2
H -10.0425 -23.8563 -27.9689 0.6 -0.3 0.4
H -11.9384 -22.8250 -28.9985 -0.3 0.0 -0.1
H -11.9883 -23.1415 -27.2455 -1.0 0.7 0.4
H -13.6253 -21.3394 -28.0316 -0.8 -0.2 -0.2
O -13.5857 -19.2170 -18.2175 -1.4 -2.3 1.0
C -14.3449 -20.1393 -17.3574 1.3 2.7 -1.9
C -15.9394 -20.1620 -17.4819 -0.7 3.3 -1.0
O -16.6427 -18.9210 -17.5189 1.0 -1.7 1.1
H -13.9729 -19.8670 -16.3696 -0.7 0.0 1.0
H -14.0393 -21.1775 -17.4874 0.1 -0.8 -0.4
H -16.2942 -20.8486 -16.7133 -0.1 -0.5 0.9
H -16.2512 -20.6072 -18.4267 0.7 -0.9 -0.7
C -2.2592 -18.2022 -24.0738 -0.8 1.1 0.2
O -2.1663 -17.7410 -22.7189 0.3 -0.9 -0.2
H -2.1503 -19.2588 -24.3185 0.6 -0.3 0.8
H -3.2835 -18.0155 -24.3965 0.1 0.4 -0.5
H -1.5248 -17.6016 -24.6104 -0.2 -0.2 -0.5
H -3.0543 -17.5296 -22.4215 -0.1 0.0 0.1
C -6.3747 -23.2131 -19.7645 -0.5 0.9 1.2
O -6.2903 -23.1804 -21.1514 0.4 -0.7 -1.0
H -7.4173 -23.2990 -19.4585 0.0 -0.2 0.0
H -5.7964 -24.0082 -19.2937 0.0 -0.1 -0.1
H -6.0243 -22.2500 -19.3935 0.1 0.0 0.4
H -5.4725 -23.6418 -21.3514 0.0 0.1 -0.5
C -10.7993 -12.7450 -25.1861 0.3 -0.3 0.8
O -10.7938 -13.3599 -23.8817 -0.1 0.7 -1.0
H -9.9731 -12.0500 -25.3355 0.2 0.2 0.3
H -10.6947 -13.4848 -25.9797 -0.4 -0.1 -0.1
H -11.7190 -12.1653 -25.2646 -0.1 -0.3 -0.1
H -9.9006 -13.6617 -23.7007 0.1 -0.2 0.2
```
Forces are in eV/Å.

Charge: -3
Spin multiplicity: 1
HOMO, hartree: 0.1060
Relative energy (zero: lowest compared OMol25 entry of this formula, charge and spin), eV: 2.421

3.
C4H4O in the gas phase, computed with ωB97M-V/def2-TZVPD.

Structure (XYZ):
```
9
Properties=species:S:1:pos:R:3:forces:R:3
C -0.3536 -0.6485 -0.6956 -0.4 0.0 0.1
C 0.6815 -0.7135 0.2796 -0.5 0.0 0.3
C 0.7909 0.5312 0.8141 -0.1 -0.2 0.1
O -0.1654 1.3376 0.2868 0.0 0.1 -0.1
C -0.8779 0.5913 -0.5960 -0.1 0.0 -0.3
H -0.6317 -1.4709 -1.3385 -0.3 0.2 0.2
H 0.8859 -1.6749 0.7034 1.3 -0.1 0.0
H 1.4612 1.0205 1.5092 -0.2 -0.3 0.0
H -1.7911 1.0273 -0.9629 0.2 0.2 -0.3
```
Forces are in eV/Å.

SMILES: c1ccoc1
Spin multiplicity: 1
HOMO, hartree: -0.3246
Relative energy (zero: lowest compared OMol25 entry of this formula, charge and spin), eV: 0.386